Here is C43H53BN4O5P2STi as an isolated structure from OMol25. Energies are from ωB97M-V/def2-TZVPD.

- E_tot: -114856.015 eV
- Gap between HOMO and LUMO (spin up / spin down): 5.438 / 6.889 eV
- LUMO energy (spin up / spin down): 2.494 / 2.493 eV
- ΔE to the lowest compared entry with this formula, charge and spin: 132.7 kcal per mole

The geometry in ORCA input format:
```
! wB97M-V def2-TZVPD RIJCOSX def2/J DEFGRID3
* xyz -1 2
Ti -0.441 0.750 0.272
C 1.165 -2.863 -1.784
C 0.737 -2.034 -2.994
C 1.890 -1.996 -3.997
P 0.049 -0.374 -2.455
C -1.288 -0.114 -3.726
C -0.969 -0.295 -5.210
C -2.045 1.191 -3.502
C 1.444 0.766 -2.657
C 1.938 1.166 -3.892
C 3.135 1.856 -4.038
C 3.632 2.281 -5.395
C 3.867 2.081 -2.879
C 3.399 1.708 -1.632
C 2.142 1.094 -1.463
N 1.610 0.757 -0.236
C 2.319 1.123 0.935
C 2.673 2.450 1.194
C 3.330 2.800 2.358
C 3.644 1.845 3.319
C 4.305 2.221 4.617
C 3.271 0.532 3.069
C 2.603 0.153 1.908
P 2.114 -1.577 1.584
C 3.845 -2.259 1.366
C 3.813 -3.764 1.111
C 4.558 -1.521 0.234
C 1.711 -2.262 3.289
C 1.103 -1.268 4.299
C 0.754 -3.440 3.067
H 1.414 -3.881 -2.099
H 2.056 -2.428 -1.328
H 0.398 -2.904 -1.014
H -0.126 -2.526 -3.463
H 2.760 -1.506 -3.557
H 2.177 -3.019 -4.260
H 1.649 -1.465 -4.917
H -1.963 -0.936 -3.446
H -0.417 0.558 -5.607
H -0.405 -1.203 -5.417
H -1.907 -0.354 -5.769
H -1.392 2.055 -3.634
H -2.867 1.265 -4.220
H -2.461 1.252 -2.500
H 1.381 0.914 -4.785
H 2.863 2.821 -5.951
H 4.497 2.938 -5.305
H 3.932 1.423 -6.004
H 4.834 2.571 -2.945
H 4.014 1.914 -0.768
H 2.408 3.212 0.471
H 3.573 3.842 2.538
H 4.599 3.271 4.616
H 3.623 2.067 5.456
H 5.198 1.621 4.802
H 3.492 -0.221 3.821
H 4.390 -2.070 2.300
H 3.226 -3.993 0.217
H 4.826 -4.147 0.956
H 3.376 -4.311 1.947
H 3.940 -1.465 -0.666
H 4.799 -0.497 0.520
H 5.488 -2.033 -0.030
H 2.646 -2.655 3.704
H 1.103 -0.237 3.946
H 0.066 -1.536 4.516
H 1.649 -1.292 5.245
H 1.167 -4.195 2.396
H 0.510 -3.923 4.018
H -0.173 -3.079 2.615
O -0.569 0.077 2.101
N -1.463 0.417 3.040
C -2.523 -0.412 3.173
C -3.495 -0.171 4.092
C -3.367 0.983 4.893
C -2.296 1.807 4.737
C -1.264 1.559 3.780
S 0.066 2.538 3.549
H -2.512 -1.247 2.487
H -4.335 -0.844 4.175
H -4.126 1.219 5.629
H -2.179 2.703 5.329
O -0.653 2.139 -0.990
N -1.633 3.055 -0.978
N -2.449 2.709 0.027
O -2.038 1.711 0.826
C -3.672 3.286 0.240
C -4.469 2.877 1.319
C -5.699 3.475 1.521
C -6.163 4.478 0.675
C -5.365 4.878 -0.391
C -4.130 4.299 -0.620
H -4.107 2.098 1.975
H -6.306 3.150 2.357
H -7.127 4.940 0.845
H -5.709 5.658 -1.061
H -3.512 4.610 -1.450
O -3.154 -0.669 -0.736
B -1.827 -0.899 -0.310
O -1.619 -2.300 -0.288
C -2.773 -2.880 -0.728
C -3.059 -4.215 -0.908
C -4.333 -4.527 -1.384
C -5.265 -3.534 -1.659
C -4.966 -2.184 -1.472
C -3.706 -1.886 -1.004
H -2.323 -4.977 -0.690
H -4.600 -5.564 -1.542
H -6.244 -3.813 -2.028
H -5.680 -1.400 -1.684
*
```

Here is C43H53BrN3O5PPbS3 as an isolated structure from OMol25. Energies are from ωB97M-V/def2-TZVPD.

- E_tot: -177230.723 eV
- Gap between HOMO and LUMO (spin up / spin down): 6.473 / 5.558 eV
- LUMO energy (spin up / spin down): -6.432 / -7.233 eV
- ΔE to the lowest compared entry with this formula, charge and spin: 9.5 kcal per mole

The geometry in ORCA input format:
```
! wB97M-V def2-TZVPD RIJCOSX def2/J DEFGRID3
* xyz 2 1
Pb 0.577 -1.468 0.219
O -0.809 4.116 4.262
C 0.007 3.161 3.796
O 1.023 2.878 4.359
C -0.454 2.405 2.599
C -1.717 2.316 2.046
N -1.695 1.299 1.170
N -0.500 0.708 1.130
C 0.276 1.370 1.966
C 1.726 0.959 2.049
O 2.615 1.786 2.022
O 1.897 -0.338 2.048
H -1.604 4.257 3.740
H -2.622 2.875 2.224
H -2.456 0.935 0.614
C -3.619 4.744 -4.366
C -3.199 3.363 -4.904
C -2.555 3.540 -6.293
C -4.454 2.501 -5.049
C -2.170 2.751 -3.983
C -2.354 1.503 -3.356
C -1.379 0.993 -2.560
Br -1.728 -0.726 -1.754
C -0.089 1.628 -2.321
O 0.819 1.025 -1.721
C 0.034 2.976 -2.897
C -0.977 3.430 -3.711
C 1.211 3.930 -2.680
C 1.907 4.152 -4.039
C 2.269 3.442 -1.697
C 0.670 5.276 -2.162
H -4.357 5.179 -5.040
H -2.779 5.434 -4.299
H -4.071 4.652 -3.378
H -3.288 3.964 -6.978
H -2.226 2.577 -6.687
H -1.695 4.208 -6.258
H -5.164 3.007 -5.701
H -4.943 2.345 -4.086
H -4.225 1.532 -5.495
H -3.262 0.940 -3.514
H -0.844 4.399 -4.170
H 2.296 3.209 -4.427
H 2.740 4.842 -3.905
H 1.229 4.574 -4.780
H 2.707 2.514 -2.047
H 1.858 3.289 -0.702
H 3.060 4.189 -1.622
H 0.013 5.763 -2.881
H 1.506 5.947 -1.966
H 0.116 5.137 -1.231
C 4.625 -2.217 2.828
C 3.409 -3.080 3.115
S 2.315 -3.522 1.729
C 3.468 -4.313 0.557
C 4.256 -3.394 -0.385
S 3.292 -1.982 -1.036
C 4.195 -0.455 -0.554
C 5.059 -0.398 0.701
S 4.341 -0.479 2.375
H 5.275 -2.673 2.087
H 5.189 -2.146 3.762
H 2.744 -2.608 3.834
H 3.768 -4.024 3.528
H 2.831 -4.975 -0.029
H 4.150 -4.929 1.144
H 4.559 -3.971 -1.258
H 5.156 -2.999 0.077
H 3.400 0.288 -0.524
H 4.858 -0.233 -1.390
H 5.524 0.590 0.692
H 5.860 -1.135 0.671
C -1.465 -4.016 2.675
P -1.053 -2.233 2.504
C -0.279 -1.895 4.120
C 0.324 -2.932 4.833
C 0.974 -2.678 6.032
C 1.042 -1.385 6.530
C 0.457 -0.344 5.823
C -0.193 -0.598 4.627
C -2.731 -1.503 2.492
C -3.487 -1.757 1.347
C -4.773 -1.257 1.223
C -5.303 -0.462 2.232
C -4.547 -0.187 3.362
C -3.272 -0.719 3.506
H -1.903 -4.203 3.654
H -0.567 -4.621 2.549
H -2.195 -4.278 1.910
H 0.286 -3.951 4.472
H 1.417 -3.498 6.583
H 1.542 -1.187 7.468
H 0.505 0.670 6.197
H -0.660 0.223 4.105
H -3.071 -2.361 0.545
H -5.370 -1.499 0.353
H -6.306 -0.069 2.136
H -4.956 0.434 4.148
H -2.717 -0.541 4.416
C -0.029 -5.887 -2.788
C -0.427 -5.897 -1.459
C -0.291 -4.735 -0.720
N 0.207 -3.601 -1.222
C 0.565 -3.590 -2.510
C 0.465 -4.705 -3.322
H -0.108 -6.777 -3.397
H -0.845 -6.786 -1.008
H -0.573 -4.701 0.323
H 0.968 -2.659 -2.893
H 0.770 -4.653 -4.357
*
```

Here is C43H53N2Si2Tl as an isolated structure from OMol25. Energies are from ωB97M-V/def2-TZVPD.

- E_tot: -68879.243 eV
- Gap between HOMO and LUMO: 7.925 eV
- LUMO energy: 0.399 eV
- ΔE to the lowest compared entry with this formula, charge and spin: 0.0 kcal per mole

The geometry in ORCA input format:
```
! wB97M-V def2-TZVPD RIJCOSX def2/J DEFGRID3
* xyz 0 1
Tl 0.412 -0.991 -0.348
C -0.824 -3.799 1.073
C 0.085 -4.475 1.838
C 1.381 -4.383 1.223
C 1.261 -3.677 0.059
C -0.134 -3.243 -0.071
H -1.887 -3.726 1.252
H -0.127 -4.989 2.766
H 2.294 -4.801 1.621
H 2.037 -3.502 -0.675
H -0.614 -3.229 -1.043
C 0.587 -1.189 -2.637
Si -0.842 -0.370 -3.426
C -1.554 0.850 -2.150
N -1.759 0.278 -0.804
C -2.908 -0.679 -0.773
C -4.068 -0.203 0.096
C -4.408 1.250 -0.224
C -3.191 2.162 0.030
C -1.917 1.338 0.207
C -2.165 -1.579 -3.986
C -2.141 -2.935 -3.658
C -3.160 -3.793 -4.051
C -4.230 -3.305 -4.787
C -4.270 -1.961 -5.135
C -3.246 -1.112 -4.741
C -0.433 0.686 -4.929
C 0.122 0.060 -6.050
C 0.456 0.778 -7.188
C 0.238 2.150 -7.229
C -0.313 2.793 -6.132
C -0.644 2.064 -4.994
H 1.507 -0.633 -2.838
H 0.740 -2.236 -2.905
H -2.472 1.332 -2.519
H -0.801 1.643 -2.056
H -2.562 -1.666 -0.452
H -3.276 -0.794 -1.794
H -3.835 -0.310 1.158
H -4.923 -0.853 -0.102
H -5.264 1.578 0.365
H -4.711 1.312 -1.273
H -3.333 2.762 0.932
H -3.067 2.870 -0.792
H -1.910 0.861 1.185
H -1.034 1.978 0.160
H -1.306 -3.338 -3.097
H -3.116 -4.842 -3.786
H -5.026 -3.971 -5.097
H -5.097 -1.578 -5.721
H -3.285 -0.067 -5.033
H 0.295 -1.012 -6.033
H 0.885 0.272 -8.043
H 0.498 2.715 -8.115
H -0.486 3.861 -6.159
H -1.077 2.590 -4.150
C 1.688 0.789 0.030
Si 2.057 1.319 1.761
C 0.549 1.067 2.881
N -0.110 -0.234 2.756
C -1.412 -0.314 3.453
C -1.380 -1.167 4.724
C -0.096 -0.909 5.508
C 1.130 -1.290 4.655
C 0.756 -1.341 3.172
C 2.400 3.168 1.842
C 1.354 4.096 1.778
C 1.597 5.462 1.755
C 2.901 5.934 1.793
C 3.956 5.035 1.851
C 3.705 3.669 1.874
C 3.581 0.432 2.402
C 4.137 0.789 3.635
C 5.246 0.129 4.144
C 5.828 -0.904 3.423
C 5.299 -1.270 2.193
C 4.190 -0.604 1.690
H 2.570 0.545 -0.562
H 1.138 1.567 -0.505
H -0.168 1.837 2.582
H 0.827 1.316 3.920
H -2.169 -0.709 2.767
H -1.712 0.703 3.724
H -1.443 -2.228 4.465
H -2.264 -0.939 5.323
H -0.103 -1.468 6.444
H -0.056 0.150 5.780
H 1.516 -2.271 4.944
H 1.946 -0.583 4.821
H 0.223 -2.261 2.950
H 1.650 -1.355 2.551
H 0.325 3.754 1.745
H 0.769 6.159 1.708
H 3.095 6.999 1.775
H 4.976 5.397 1.878
H 4.541 2.981 1.919
H 3.696 1.599 4.208
H 5.657 0.421 5.103
H 6.694 -1.421 3.817
H 5.750 -2.076 1.627
H 3.784 -0.915 0.732
*
```

Here is C43H54AsCl4GeN2O7P2S3SiTi as an isolated structure at a distorted geometry from OMol25. Energies are from ωB97M-V/def2-TZVPD.

- E_tot: -312319.335 eV
- Gap between HOMO and LUMO (spin up / spin down): 6.115 / 5.422 eV
- LUMO energy (spin up / spin down): 3.432 / 2.702 eV
- ΔE to the lowest compared entry with this formula, charge and spin: 24.3 kcal per mole

The geometry in ORCA input format:
```
! wB97M-V def2-TZVPD RIJCOSX def2/J DEFGRID3
* xyz -2 2
Ti -0.141 -0.434 -0.145
S 0.850 -5.079 -2.262
C 0.031 -3.675 -1.860
S 0.576 -2.752 -0.512
S -1.347 -3.407 -2.803
N -1.438 1.041 4.191
C -0.399 1.224 3.137
C 0.522 2.352 3.514
P 0.471 -0.421 2.953
O -0.760 -1.376 3.300
O 1.541 -0.514 3.957
O 0.795 -0.583 1.477
P -1.433 1.686 1.645
O -2.571 0.582 1.749
O -1.994 3.006 1.989
O -0.600 1.481 0.396
H -1.068 1.234 5.125
H -1.729 0.040 4.106
H -2.221 1.667 3.944
H 1.171 2.065 4.343
H -0.059 3.243 3.760
H 1.149 2.582 2.649
H -1.205 -1.643 2.396
H -2.318 -0.328 1.371
Cl -1.806 -0.249 -1.554
Cl -1.384 -0.514 -5.567
Ge -3.031 -1.141 -4.090
Cl -4.460 -2.220 -5.662
Cl -4.176 0.903 -4.212
C -4.005 -5.214 1.999
C -2.744 -4.504 1.496
C -2.195 -5.244 0.279
C -1.667 -4.594 2.583
Si -3.132 -2.633 1.132
O -1.820 -1.707 1.087
C -4.294 -2.206 -0.316
C -4.716 -0.879 -0.440
C -5.595 -0.488 -1.433
C -6.077 -1.419 -2.338
C -5.668 -2.736 -2.237
C -4.791 -3.120 -1.237
C -4.189 -2.115 2.677
C -5.564 -1.944 2.541
C -6.367 -1.584 3.609
C -5.818 -1.414 4.868
C -4.458 -1.597 5.037
C -3.662 -1.934 3.954
H -3.793 -6.265 2.211
H -4.803 -5.168 1.259
H -4.371 -4.750 2.915
H -1.925 -6.271 0.537
H -1.298 -4.743 -0.070
H -2.899 -5.284 -0.547
H -1.369 -5.632 2.745
H -2.025 -4.196 3.528
H -0.781 -4.041 2.281
H -4.357 -0.133 0.256
H -5.894 0.548 -1.512
H -6.748 -1.116 -3.128
H -6.025 -3.468 -2.947
H -4.489 -4.155 -1.178
H -6.018 -2.104 1.574
H -7.430 -1.432 3.461
H -6.441 -1.143 5.711
H -4.018 -1.483 6.021
H -2.610 -2.090 4.122
C 1.873 6.792 -3.627
C 1.752 5.572 -2.759
C 2.231 5.560 -1.458
C 2.236 4.399 -0.696
C 2.750 4.480 0.717
C 1.771 3.189 -1.237
As 2.027 1.549 -0.069
N 1.410 0.138 -1.033
C 2.016 -0.482 -2.105
C 1.224 -1.084 -3.099
C 1.789 -1.716 -4.185
C 3.167 -1.756 -4.334
C 3.965 -1.175 -3.366
C 3.404 -0.560 -2.264
C 4.146 1.554 -0.179
C 5.036 2.267 -0.996
C 4.615 2.920 -2.280
C 6.392 2.320 -0.683
C 6.922 1.651 0.405
C 8.381 1.721 0.753
C 6.059 0.871 1.156
C 4.701 0.819 0.886
C 3.858 -0.098 1.716
C 1.152 3.236 -2.493
C 0.434 2.069 -3.087
C 1.179 4.408 -3.240
H 2.309 7.619 -3.068
H 0.901 7.094 -4.015
H 2.518 6.573 -4.481
H 2.615 6.478 -1.032
H 3.125 5.479 0.931
H 3.545 3.747 0.881
H 1.932 4.264 1.407
H 0.145 -1.017 -3.025
H 1.140 -2.163 -4.923
H 3.612 -2.235 -5.194
H 5.044 -1.197 -3.456
H 4.050 -0.125 -1.516
H 3.838 2.330 -2.760
H 5.467 2.998 -2.955
H 4.225 3.920 -2.100
H 7.051 2.896 -1.319
H 8.906 2.404 0.089
H 8.841 0.735 0.672
H 8.507 2.061 1.781
H 6.454 0.280 1.972
H 4.485 -0.793 2.268
H 3.174 -0.681 1.094
H 3.259 0.468 2.435
H -0.180 1.572 -2.335
H 1.129 1.344 -3.511
H -0.220 2.390 -3.894
H 0.730 4.401 -4.225
*
```